Computed, not measured: a structure of composition C17H18BN7O2S2Tc in a non-equilibrium geometry, with the ωB97M-V functional and the def2-TZVPD basis.

Positions of all 48 atoms, in Å:
1 H -2.5184 -1.8972 -1.2978
2 N -0.9559 -0.5916 -1.8515
3 B 0.7095 0.9433 -3.0459
4 N -0.4620 -0.0816 -3.0490
5 C -1.1907 -0.6000 -4.0451
6 Tc -0.2291 0.0173 -0.0851
7 H -0.9410 -0.3187 -5.0577
8 C -2.1596 -1.4485 -3.5088
9 H -2.8917 -2.0212 -4.0443
10 C -1.9962 -1.4207 -2.1222
11 H 0.9928 1.3002 -4.1588
12 C 1.2809 0.4661 2.0162
13 H 0.8915 0.4101 3.0298
14 H 0.8849 1.3744 1.5218
15 H 2.3700 0.5043 2.0193
16 N 1.9151 0.2361 -2.3562
17 N 0.3203 2.1415 -2.1389
18 N 1.7709 -0.2922 -1.1051
19 N -0.0541 1.9307 -0.8108
20 C 3.1749 0.0228 -2.7788
21 C 0.2294 3.4500 -2.3991
22 H 3.4759 0.3630 -3.7521
23 H 0.4773 3.8052 -3.3768
24 C 3.8642 -0.6426 -1.7692
25 C -0.1944 4.1192 -1.2606
26 C 2.9553 -0.8142 -0.7209
27 C -0.3685 3.1493 -0.2728
28 H 4.8810 -0.9531 -1.7975
29 H -0.3594 5.1672 -1.1475
30 H 3.0927 -1.2671 0.2516
31 H -0.6986 3.2294 0.7541
32 H 0.9720 -0.4510 1.4620
33 O -4.9872 -2.9956 3.5363
34 S -4.3731 -1.7391 3.8679
35 O -5.0480 -0.8289 4.7629
36 N -3.7926 -0.9796 2.5143
37 C -2.4856 -0.8551 2.4689
38 S -1.9402 0.3170 1.2683
39 C -1.7733 -1.5041 3.5894
40 C -0.4264 -1.7342 3.8695
41 C -0.0634 -2.3098 5.0927
42 C -1.0501 -2.7202 6.0135
43 C -2.4109 -2.5839 5.6947
44 C -2.7342 -2.0026 4.4850
45 H 0.3108 -1.5066 3.0988
46 H 0.9952 -2.4458 5.3226
47 H -0.7549 -3.1558 6.9710
48 H -3.2070 -2.9043 6.3756

- Highest occupied orbital energy (spin up / spin down): -15.06 / -15.01 eV
- Spin multiplicity: 4
- Orbital gap (spin up / spin down): 7.21 / 3.90 eV
- LUMO energy (spin up / spin down): -0.2884 / -0.4081 hartree
- Charge: +2

Computed, not measured: the molecule CH2N2OS2 in a non-equilibrium geometry, with the ωB97M-V functional and the def2-TZVPD basis.

Positions of all 8 atoms, in Å:
1 C -0.0444 0.2483 0.0169
2 N -0.1617 1.3702 0.8240
3 N 0.7148 2.1247 1.2149
4 O 2.8889 1.0498 -1.8798
5 S 2.3869 2.1697 0.8068
6 S 2.3841 0.6086 -0.5976
7 H 0.1278 -0.7677 0.5383
8 H -0.7116 0.3402 -0.8603

- Highest occupied orbital energy (spin up / spin down): -7.00 / -9.49 eV
- Spin multiplicity: 3
- Orbital gap (spin up / spin down): 7.10 / 7.19 eV
- LUMO energy (spin up / spin down): 0.0038 / -0.0842 hartree
- Charge: 0

Computed, not measured: a structure of composition C20H29BF2N3ORu, with the ωB97M-V functional and the def2-TZVPD basis.

Positions of all 57 atoms, in Å:
1 Ru -0.0112 -0.6024 0.9884
2 C 2.9958 -1.0428 1.5906
3 N 2.1440 -0.2448 0.6738
4 C 2.4885 -0.6120 -0.7317
5 C 2.3790 1.2009 0.8054
6 C 3.6589 1.7124 0.8829
7 C 3.8684 3.0873 0.8579
8 C 2.7975 3.9596 0.7155
9 C 1.5080 3.4697 0.6658
10 C 1.2733 2.0890 0.7645
11 N 0.0396 1.4897 0.7915
12 C -1.1590 2.0055 1.1612
13 C -1.3621 3.2315 1.8289
14 C -2.6357 3.6491 2.1470
15 C -3.7326 2.8611 1.8150
16 C -3.5524 1.6177 1.2149
17 C -2.2860 1.1651 0.9167
18 N -2.0602 -0.1755 0.3627
19 C -2.2269 -0.1578 -1.1116
20 C -2.9946 -1.1720 0.9500
21 H 4.0520 -0.9267 1.3437
22 H 2.7238 -2.0881 1.4856
23 H 2.8148 -0.7268 2.6142
24 H 3.5398 -0.3866 -0.9318
25 H 1.8638 -0.0432 -1.4181
26 H 2.3177 -1.6769 -0.8713
27 H 4.5123 1.0525 0.9383
28 H 4.8772 3.4729 0.9127
29 H 2.9715 5.0236 0.6341
30 H 0.6797 4.1434 0.5069
31 H -0.5114 3.8171 2.1404
32 H -2.7798 4.5837 2.6713
33 H -4.7325 3.1966 2.0539
34 H -4.4158 1.0025 1.0066
35 H -3.2505 0.1269 -1.3701
36 H -2.0136 -1.1540 -1.4925
37 H -1.5326 0.5605 -1.5443
38 H -4.0249 -0.9708 0.6515
39 H -2.9006 -1.1479 2.0329
40 H -2.7085 -2.1498 0.5748
41 F 1.0542 -3.4886 0.7379
42 B 0.1070 -2.6192 0.3879
43 F -0.7752 -3.1103 -0.4999
44 C -1.6047 -0.0271 4.6877
45 C -0.1795 -0.2932 4.2136
46 C 0.6419 0.9908 4.2520
47 C 0.4786 -1.3924 5.0378
48 O -0.2665 -0.7605 2.8672
49 H -1.6085 0.3778 5.7006
50 H -2.1869 -0.9495 4.6857
51 H -2.0932 0.6946 4.0273
52 H 0.7507 1.3439 5.2782
53 H 0.1550 1.7794 3.6753
54 H 1.6422 0.8302 3.8469
55 H 0.4652 -1.1379 6.0985
56 H 1.5168 -1.5394 4.7353
57 H -0.0544 -2.3330 4.9007

- Highest occupied orbital energy (spin up / spin down): -10.86 / -12.02 eV
- Spin multiplicity: 5
- Orbital gap (spin up / spin down): 8.40 / 6.33 eV
- LUMO energy (spin up / spin down): -0.0904 / -0.2090 hartree
- Charge: +1

Computed, not measured: the molecule C6H4N2O in a non-equilibrium geometry, with the ωB97M-V functional and the def2-TZVPD basis.

Positions of all 13 atoms, in Å:
1 C -0.8898 1.5915 2.9050
2 C -0.2257 0.6066 2.1725
3 O -0.8866 -0.2738 1.1071
4 C -0.3449 -0.1487 -0.1373
5 C -0.8994 -1.2864 -0.7913
6 N -1.2773 -2.2743 -1.1593
7 C 0.5463 0.7849 -0.6952
8 C 1.6085 0.4742 -1.8787
9 N 2.6109 -0.0672 -2.6111
10 H -0.3326 2.3755 3.6418
11 H -1.8804 1.9131 2.6233
12 H 0.8634 0.3398 2.0597
13 H 0.3373 1.8197 -0.2394

- Highest occupied orbital energy: -9.87 eV
- Orbital gap: 8.84 eV
- LUMO energy: -0.0379 hartree
- Charge: 0

Computed, not measured: a cluster of 7 separate species, C27H51N3O16P4 in total in a non-equilibrium geometry, with the ωB97M-V functional and the def2-TZVPD basis.

Positions of all 101 atoms, in Å:
1 C 14.3878 19.7139 18.4884
2 O 13.4854 18.6535 17.9438
3 P 14.0998 17.5505 17.0898
4 O 15.2441 16.7798 17.4947
5 O 14.2785 18.4141 15.7371
6 C 15.1694 17.8502 14.7572
7 O 12.7935 16.6968 16.9199
8 C 12.7340 15.4086 16.2716
9 H 14.3993 20.5081 17.6806
10 H 15.3783 19.3446 18.6789
11 H 14.0507 20.2178 19.4008
12 H 14.9437 16.7938 14.4858
13 H 16.1891 17.8968 15.1344
14 H 15.0775 18.5524 13.8950
15 H 13.5328 14.7762 16.5789
16 H 12.7976 15.6454 15.2349
17 H 11.7343 14.9999 16.5597
18 C 9.5928 11.7621 6.9474
19 O 9.5400 13.1789 7.0045
20 P 10.2679 13.9997 8.2021
21 O 10.7878 13.2038 9.3019
22 O 9.1857 15.0466 8.5546
23 C 8.3483 15.0059 9.7494
24 O 11.3301 14.7592 7.3143
25 C 12.1791 15.6670 8.0485
26 H 10.6030 11.4213 6.8396
27 H 8.9989 11.4831 6.0835
28 H 9.1798 11.3690 7.9101
29 H 7.8064 15.9577 9.8308
30 H 8.8737 14.8238 10.6277
31 H 7.6644 14.1719 9.6769
32 H 12.6524 16.3225 7.2851
33 H 12.9290 15.1670 8.7004
34 H 11.5640 16.3667 8.6999
35 C 16.3879 8.8057 17.5005
36 O 16.0793 10.1914 17.0647
37 P 17.1442 11.3337 17.4957
38 O 17.6742 11.2776 18.8382
39 O 16.2776 12.6172 17.0888
40 C 16.1007 13.7472 17.9302
41 O 18.3134 11.3283 16.3813
42 C 18.0889 11.6128 14.9822
43 H 16.1290 8.7150 18.5570
44 H 17.4091 8.4438 17.3641
45 H 15.7550 8.1740 16.8702
46 H 15.0899 13.8239 18.3587
47 H 16.1795 14.6721 17.3612
48 H 16.8161 13.6091 18.7059
49 H 17.1806 11.1256 14.5899
50 H 18.9545 11.2528 14.4142
51 H 17.8599 12.6592 14.9159
52 C 7.7948 9.7956 17.2205
53 O 8.6856 9.1773 16.2957
54 P 10.2085 8.9701 16.7610
55 O 10.3429 8.3971 18.0950
56 O 10.9357 8.0882 15.6555
57 C 11.0984 6.6753 15.8740
58 O 10.9482 10.3541 16.4906
59 C 12.1056 10.6567 17.3710
60 H 7.4017 10.7611 16.8071
61 H 8.2818 9.8780 18.2275
62 H 6.9618 9.0935 17.3844
63 H 11.9293 6.4924 16.5641
64 H 11.2110 6.2435 14.8861
65 H 10.1286 6.3757 16.3461
66 H 12.7975 11.3201 16.8548
67 H 12.6295 9.7351 17.7425
68 H 11.7234 11.2161 18.2145
69 C 12.6966 10.4819 9.5819
70 C 13.6140 11.3434 10.2054
71 C 14.6884 10.7703 10.9042
72 N 14.8943 9.4148 11.0374
73 C 13.9241 8.6301 10.5864
74 C 12.8574 9.1192 9.8590
75 H 11.9384 10.9393 8.9873
76 H 13.3518 12.4261 10.0639
77 H 15.3636 11.3529 11.5207
78 H 14.0237 7.5618 10.6580
79 H 12.1838 8.4078 9.5628
80 C 11.4173 17.5861 13.9388
81 C 11.4790 17.2271 12.6078
82 C 10.4501 16.4189 12.0922
83 N 9.3566 16.0475 12.7846
84 C 9.3156 16.4288 14.0899
85 C 10.3090 17.1909 14.7036
86 H 12.1890 18.1476 14.3522
87 H 12.3405 17.5153 12.0016
88 H 10.5819 15.9979 11.0894
89 H 8.3898 16.1807 14.5930
90 H 10.1590 17.5074 15.7274
91 C 12.9035 10.9753 13.9025
92 C 12.0619 11.8290 13.2065
93 C 12.3998 13.1821 12.9960
94 N 13.6432 13.6420 13.3713
95 C 14.4400 12.8330 14.0590
96 C 14.1143 11.5329 14.4149
97 H 12.6389 9.9597 14.0541
98 H 11.1440 11.4757 12.6847
99 H 11.7963 13.8541 12.4054
100 H 15.3744 13.2350 14.3990
101 H 14.8813 10.9835 14.8790

- Highest occupied orbital energy: -9.26 eV
- Orbital gap: 9.78 eV
- LUMO energy: 0.0190 hartree
- Charge: 0

Computed, not measured: a structure of composition C50H35AlBrCl5O2P2Si in a non-equilibrium geometry, with the ωB97M-V functional and the def2-TZVPD basis.

Positions of all 97 atoms, in Å:
1 Al 0.1488 0.9364 -0.0572
2 C 0.1463 0.3426 3.3398
3 Si -0.8107 -0.2837 1.8237
4 C -1.0868 -2.1702 2.0092
5 C -0.6951 -2.7783 3.2061
6 C -0.7989 -4.1494 3.4126
7 C -1.3067 -4.9553 2.4085
8 C -1.7064 -4.3808 1.2089
9 C -1.5898 -3.0086 0.9937
10 P -2.1841 -2.2091 -0.5430
11 C -3.0023 -3.5748 -1.4837
12 C -4.3934 -3.5970 -1.5094
13 C -5.0861 -4.5738 -2.2163
14 C -4.3884 -5.5475 -2.9123
15 C -2.9986 -5.5405 -2.8934
16 C -2.3128 -4.5623 -2.1892
17 C -0.6681 -1.9769 -1.5586
18 C -0.7846 -1.1462 -2.6763
19 C 0.2652 -1.0145 -3.5759
20 C 1.4479 -1.7115 -3.3652
21 C 1.5754 -2.5345 -2.2526
22 C 0.5250 -2.6643 -1.3537
23 C -2.4835 0.6246 2.0247
24 C -3.1161 0.6243 3.2761
25 C -4.2390 1.3912 3.5297
26 C -4.7831 2.1763 2.5175
27 C -4.2008 2.1770 1.2665
28 C -3.0450 1.4270 1.0160
29 P -2.3888 1.3973 -0.6947
30 C -3.9377 0.9453 -1.6093
31 C -4.8365 0.0367 -1.0490
32 C -6.0558 -0.2151 -1.6584
33 C -6.3879 0.4128 -2.8511
34 C -5.4892 1.2903 -3.4318
35 C -4.2735 1.5576 -2.8144
36 C -2.1379 3.1203 -1.2774
37 C -1.4829 3.2205 -2.5085
38 C -1.2194 4.4549 -3.0844
39 C -1.5999 5.6136 -2.4216
40 C -2.2457 5.5242 -1.1969
41 C -2.5155 4.2878 -0.6254
42 H -0.0720 -0.1848 4.2698
43 H 1.2268 0.3003 3.1806
44 H -0.1293 1.3915 3.4885
45 H -0.2897 -2.1695 4.0035
46 H -0.4861 -4.5802 4.3565
47 H -1.3957 -6.0251 2.5541
48 H -2.1267 -5.0123 0.4395
49 H -4.9433 -2.8396 -0.9687
50 H -6.1693 -4.5666 -2.2244
51 H -4.9214 -6.3063 -3.4722
52 H -2.4454 -6.3002 -3.4319
53 H -1.2297 -4.5697 -2.1992
54 H -1.7193 -0.6216 -2.8520
55 H 0.1635 -0.3661 -4.4374
56 H 2.2667 -1.6187 -4.0690
57 H 2.4978 -3.0792 -2.0844
58 H 0.6306 -3.3065 -0.4890
59 H -2.7089 0.0062 4.0712
60 H -4.6958 1.3796 4.5125
61 H -5.6658 2.7763 2.7034
62 H -4.6657 2.7433 0.4680
63 H -4.5948 -0.4508 -0.1145
64 H -6.7514 -0.9056 -1.1964
65 H -7.3473 0.2277 -3.3178
66 H -5.7347 1.7853 -4.3627
67 H -3.5977 2.2667 -3.2724
68 H -1.1912 2.3156 -3.0335
69 H -0.7136 4.5099 -4.0411
70 H -1.3844 6.5826 -2.8535
71 H -2.5359 6.4254 -0.6721
72 H -2.9755 4.2461 0.3503
73 Cl 1.3326 1.9576 -2.2191
74 C 2.4770 0.8160 -1.5438
75 C 2.0096 0.1665 -0.4104
76 C 2.8548 -0.7945 0.1155
77 Cl 2.3689 -1.6819 1.5239
78 C 4.1051 -1.0637 -0.4467
79 Cl 5.1282 -2.2644 0.2407
80 C 4.5275 -0.3688 -1.5827
81 Cl 6.0581 -0.6967 -2.2895
82 C 3.6967 0.5903 -2.1541
83 Cl 4.1529 1.4453 -3.5755
84 Br 5.6415 6.0652 2.8562
85 C 3.9761 5.2652 2.4425
86 C 2.8048 5.9053 2.8170
87 C 1.5896 5.3220 2.4966
88 C 1.5468 4.1187 1.8042
89 C 2.7326 3.4876 1.4470
90 C 3.9566 4.0561 1.7685
91 C 0.2100 3.5351 1.4561
92 O -0.8220 3.9744 1.9065
93 O 0.2833 2.5192 0.6263
94 H 2.8452 6.8424 3.3550
95 H 0.6569 5.7931 2.7790
96 H 2.7018 2.5412 0.9218
97 H 4.8824 3.5661 1.4980

- Highest occupied orbital energy: -7.69 eV
- Orbital gap: 7.86 eV
- LUMO energy: 0.0062 hartree
- Charge: 0

Computed, not measured: the molecule H3N3O2 in a non-equilibrium geometry, with the ωB97M-V functional and the def2-TZVPD basis.

Positions of all 8 atoms, in Å:
1 N -0.8223 -0.3661 -0.2970
2 N 0.3523 0.2608 -0.1188
3 O 0.6436 1.4841 -0.0494
4 N 1.4535 -0.7327 0.0134
5 O 2.6125 -0.1038 -0.0584
6 H -0.8509 -1.3939 -0.4152
7 H -1.7327 0.1563 -0.0080
8 H 2.5984 0.9013 -0.1656

- Highest occupied orbital energy (spin up / spin down): -8.61 / -8.09 eV
- Orbital gap (spin up / spin down): 9.25 / 8.68 eV
- LUMO energy (spin up / spin down): 0.0235 / 0.0219 hartree
- Charge: 0

Computed, not measured: a structure of composition C3H5AgO3 in a non-equilibrium geometry, with the ωB97M-V functional and the def2-TZVPD basis.

Positions of all 12 atoms, in Å:
1 O -1.0043 -0.4453 -0.3555
2 C -0.0999 -0.4337 0.6172
3 C -0.4916 0.2238 -1.5208
4 O -0.2363 -1.0469 1.6561
5 O 1.0704 0.0276 0.1924
6 C 1.0017 0.3672 -1.2033
7 H -1.0065 1.1862 -1.6175
8 H -0.6948 -0.4023 -2.3941
9 H 1.3763 1.3869 -1.3312
10 H 1.6296 -0.3420 -1.7536
11 Ag -0.6793 -1.3332 3.8719
12 H -0.8652 0.8117 3.8384

- Highest occupied orbital energy: -7.09 eV
- Orbital gap: 6.98 eV
- LUMO energy: -0.0040 hartree
- Charge: 0